This record from the OMol25 dataset describes C48H66N4O4S2Sb2Si2TeW as an isolated structure at a distorted geometry. The level of theory is the ωB97M-V functional and the def2-TZVPD basis.

Structure (XYZ):
```
130
Properties=species:S:1:pos:R:3
W 0.2046 -0.2093 0.1236
C -4.7592 -7.1484 4.2166
C -3.8761 -6.1085 3.5859
C -2.4887 -6.2039 3.6631
C -1.6663 -5.2636 3.0622
C -2.2413 -4.2127 2.3714
C -3.6162 -4.0822 2.2880
C -4.4246 -5.0320 2.8937
S -0.9183 -1.9641 2.6466
O -1.4144 -3.2860 1.7166
O -0.4822 -2.5260 3.9046
N 0.3792 -1.6070 1.6295
C 1.7151 -1.9829 1.8976
C 2.2149 -2.5719 3.0399
C 3.5915 -2.8464 3.1796
C 4.4889 -2.5522 2.1972
C 4.0191 -1.9574 1.0065
C 4.8579 -1.6631 -0.0875
C 4.3457 -1.0898 -1.2248
C 2.9917 -0.7602 -1.2558
N 2.1596 -1.0449 -0.2620
C 2.6426 -1.6825 0.8575
H -4.2560 -7.6443 5.0450
H -5.0308 -7.9143 3.4876
H -5.6824 -6.7083 4.5911
H -2.0425 -7.0243 4.2113
H -0.5900 -5.3323 3.1450
H -4.0452 -3.2405 1.7595
H -5.5015 -4.9319 2.8331
H 1.5567 -2.8175 3.8539
H 3.9264 -3.3025 4.1015
H 5.5435 -2.7672 2.3040
H 5.9149 -1.8890 -0.0157
H 4.9735 -0.8524 -2.0715
H 2.5672 -0.2359 -2.1036
C 1.1779 6.9393 4.3574
C 0.9232 5.5349 3.8935
C -0.2517 5.2228 3.2082
C -0.5036 3.9342 2.7717
C 0.4389 2.9486 3.0246
C 1.6066 3.2191 3.7279
C 1.8419 4.5161 4.1474
S 0.1613 1.3031 2.5275
O -0.1459 0.5262 3.6828
O 1.3418 0.8565 1.7001
N -0.8776 1.2843 1.3177
C -2.1175 0.6805 1.2336
C -3.2926 0.9357 1.9126
C -4.3876 0.1546 1.5893
C -4.2698 -0.8299 0.6104
C -3.0558 -1.0281 -0.0106
N -1.9912 -0.2703 0.2875
H 1.1483 7.6358 3.5186
H 2.1465 7.0297 4.8441
H 0.4100 7.2513 5.0664
H -0.9795 6.0018 3.0170
H -1.4118 3.7031 2.2290
H 2.3218 2.4323 3.9339
H 2.7498 4.7421 4.6922
H -3.3302 1.7004 2.6757
H -5.3316 0.3081 2.0944
H -5.1146 -1.4457 0.3363
H -2.9193 -1.7903 -0.7629
C 0.9666 -4.5255 0.2231
Sb -0.2203 -3.2233 -0.9630
C -2.0736 -4.2627 -1.0716
C 0.6034 -4.0253 -2.8004
C -0.3417 -3.9171 -3.9504
C -1.1426 -5.0025 -4.3016
C -2.0613 -4.9125 -5.3343
C -2.1891 -3.7252 -6.0419
C -1.3882 -2.6455 -5.7113
C -0.4642 -2.7270 -4.6701
C 0.4004 -1.5513 -4.3612
Sb -0.3848 -0.1800 -2.8866
C -0.0368 1.4976 -4.1667
C -2.4671 -0.4346 -3.2250
H 0.7127 -5.5358 -0.1000
H 0.7546 -4.4120 1.2784
H 2.0230 -4.3481 0.0258
H -1.8560 -5.3256 -0.9632
H -2.5320 -4.0937 -2.0455
H -2.7390 -3.9591 -0.2704
H 0.7864 -5.0707 -2.5492
H 1.5719 -3.5601 -2.9838
H -1.0343 -5.9360 -3.7613
H -2.6666 -5.7703 -5.5944
H -2.8935 -3.6481 -6.8588
H -1.4637 -1.7274 -6.2837
H 0.4609 -0.8963 -5.2319
H 1.4211 -1.8167 -4.0902
H -0.6181 1.2990 -5.0687
H 1.0224 1.5337 -4.4168
H -0.3375 2.4517 -3.7497
H -2.7027 -0.0330 -4.2099
H -3.0452 0.0947 -2.4709
H -2.7189 -1.4952 -3.2171
C 4.5750 4.9279 1.0550
Si 3.8755 3.4358 0.1870
C 4.2452 1.8726 1.1478
C 4.5102 3.2959 -1.5653
C 1.9952 3.6764 0.1323
Te 0.9704 2.3338 -1.1498
C -0.8937 3.3677 -1.1043
Si -1.1069 4.9408 -2.1724
C -2.3279 4.5869 -3.5422
C -1.8152 6.2355 -1.0318
C 0.5435 5.4857 -2.8624
H 5.6613 4.8561 1.1384
H 4.1676 5.0199 2.0640
H 4.3457 5.8486 0.5143
H 5.2630 1.5310 0.9457
H 3.5584 1.0622 0.8949
H 4.1609 2.0410 2.2239
H 5.5928 3.4386 -1.5860
H 4.0679 4.0511 -2.2193
H 4.3025 2.3149 -2.0006
H 1.7573 4.6486 -0.3075
H 1.5613 3.6425 1.1222
H -0.9925 3.6267 -0.0481
H -1.6736 2.6276 -1.3070
H -3.3370 4.5026 -3.1316
H -2.1249 3.6796 -4.1109
H -2.3362 5.4187 -4.2501
H -2.6999 5.8573 -0.5139
H -2.1162 7.1271 -1.5853
H -1.0868 6.5436 -0.2775
H 1.0520 4.6881 -3.4106
H 1.2193 5.8457 -2.0839
H 0.3948 6.3130 -3.5598
```

Values from the calculation:
spin multiplicity: 1
net charge: +2
highest occupied orbital energy (spin up / spin down): -12.19 / -12.19 eV
LUMO (spin up / spin down): -5.61 / -5.61 eV

Mulliken population analysis, charges in e, atoms 1 to 99: 0.455 -1.557 0.776 -0.949 -0.188 -0.728 0.192 -0.998 0.288 0.953 -0.600 0.425 0.017 -0.202 -1.155 -0.989 1.430 -1.088 -1.393 -0.558 1.562 0.027 0.388 0.293 0.387 0.394 0.410 0.146 0.420 0.820 0.454 0.503 0.530 0.566 0.543 -1.530 1.066 -0.935 0.202 -0.459 -0.445 -1.263 1.239 -0.728 -0.019 -0.012 0.158 -0.772 -1.167 -1.323 -0.345 0.472 0.357 0.376 0.375 0.498 0.198 0.659 0.394 0.663 0.503 0.643 0.519 -1.188 0.846 -1.581 -1.790 0.518 -0.576 -0.680 -0.761 -0.501 0.769 -1.599 0.184 -1.141 -1.501 0.818 -0.044 0.463 0.608 0.550 0.337 0.862 0.690 0.438 0.439 0.440 0.452 0.916 0.558 0.659 0.492 -0.358 0.674 0.488 0.328 -1.070 -0.098

This record from the OMol25 dataset describes a 9-piece molecular cluster, C64H73FN10O20S overall at a distorted geometry. The level of theory is the ωB97M-V functional and the def2-TZVPD basis.

Structure (XYZ):
```
169
Properties=species:S:1:pos:R:3
C -2.9717 -7.1189 -1.2978
O -3.5436 -5.7775 -1.4902
C -4.9728 -5.8196 -1.8360
C -5.2994 -5.3702 -3.3996
C -3.9354 -5.1664 -4.3167
C -3.4270 -3.6228 -4.0459
C -1.9850 -3.3307 -4.8094
C -0.9251 -2.4914 -3.8377
C -1.3094 -0.9004 -3.6774
C -0.0292 -0.1206 -3.0064
C -0.3763 0.6147 -1.5576
C 0.6628 1.8846 -1.3208
C 0.0316 3.0122 -0.2635
N 0.9394 3.3161 0.9061
C 0.8199 4.7362 1.4026
C -0.1411 4.9505 2.7106
O 0.4561 5.0943 3.9267
N -1.6561 5.0606 2.7113
C -2.0930 6.4192 2.1235
C -2.1474 5.1569 4.1707
S 0.8501 2.1256 2.1764
O 1.3381 0.7347 1.6093
O 1.7801 2.4102 3.3993
F -0.8075 1.8549 2.6321
H -2.0268 -7.2058 -2.0007
H -3.6800 -8.0079 -1.5749
H -2.5945 -7.2329 -0.1746
H -5.5021 -4.9977 -1.1513
H -5.5138 -6.8295 -1.5969
H -6.0656 -6.1171 -3.8918
H -5.8273 -4.3029 -3.3568
H -3.1094 -5.9806 -4.0796
H -4.2397 -5.3529 -5.4550
H -4.2894 -2.8987 -4.4300
H -3.2814 -3.5199 -2.8751
H -2.1676 -2.8054 -5.8424
H -1.4757 -4.3886 -5.0092
H -0.8834 -3.0157 -2.7660
H 0.1672 -2.5832 -4.2973
H -1.4647 -0.4456 -4.7638
H -2.3223 -0.7688 -3.0939
H 0.4393 0.6355 -3.7809
H 0.8120 -0.9412 -2.8112
H -1.4726 1.0470 -1.6123
H -0.2785 -0.2266 -0.7272
H 0.9039 2.3268 -2.3767
H 1.7025 1.5254 -0.8583
H -0.1363 3.9844 -0.9353
H -1.0271 2.6312 0.0594
H 0.4296 5.4747 0.5517
H 1.8923 5.1606 1.7023
H -1.7926 7.3170 2.8481
H -3.2863 6.4398 2.0995
H -1.6098 6.6427 1.0814
H -1.7986 6.1600 4.6956
H -1.8409 4.2254 4.8164
H -3.3403 5.1949 4.2024
O 0.8049 0.2514 -5.5219
N 1.4662 1.2426 -5.8652
O 1.0802 2.4153 -5.7565
C 2.7949 1.0109 -6.4442
C 3.2562 -0.3010 -6.6202
C 4.5109 -0.5157 -7.1939
C 5.2973 0.5698 -7.5829
C 4.8398 1.8754 -7.3968
C 3.5856 2.1027 -6.8268
H 2.6554 -1.1575 -6.3224
H 4.8750 -1.5303 -7.3408
H 6.2726 0.3973 -8.0349
H 5.4599 2.7163 -7.6999
H 3.2420 3.1261 -6.6914
O 4.9712 -1.0167 -10.8482
N 3.7799 -0.8636 -11.1565
O 2.8662 -1.6347 -10.8302
C 3.4289 0.3084 -11.9675
C 4.4361 1.1867 -12.3905
C 4.0993 2.2864 -13.1821
C 2.7692 2.5078 -13.5426
C 1.7668 1.6373 -13.1111
C 2.0918 0.5325 -12.3215
H 5.4773 1.0280 -12.1182
H 4.8747 2.9701 -13.5210
H 2.5122 3.3635 -14.1646
H 0.7321 1.8182 -13.3938
H 1.2995 -0.1383 -11.9960
O -6.4504 -10.5635 -2.1972
N -6.0382 -10.0866 -1.1293
O -4.8612 -9.7644 -0.9129
C -7.0099 -9.8954 -0.0459
C -8.3443 -10.2811 -0.2342
C -9.2587 -10.1192 0.8084
C -8.8440 -9.5734 2.0243
C -7.5168 -9.1805 2.2055
C -6.5926 -9.3402 1.1711
H -8.6832 -10.7080 -1.1756
H -10.2951 -10.4216 0.6744
H -9.5594 -9.4544 2.8362
H -7.2019 -8.7533 3.1550
H -5.5611 -9.0320 1.3291
O -6.1000 7.7145 9.7611
N -5.4387 8.7058 9.4179
O -5.8248 9.8785 9.5265
C -4.1100 8.4741 8.8389
C -3.6487 7.1622 8.6629
C -2.3941 6.9475 8.0892
C -1.6076 8.0330 7.7002
C -2.0651 9.3386 7.8863
C -3.3193 9.5658 8.4563
H -4.2495 6.3056 8.9607
H -2.0300 5.9329 7.9423
H -0.6324 7.8604 7.2481
H -1.4451 10.1794 7.5832
H -3.6629 10.5892 8.5916
O -3.4435 3.8267 9.8468
N -2.3231 3.9756 10.3570
O -1.2515 3.8203 9.7540
C -2.2620 4.3568 11.7731
C -3.4489 4.5064 12.5035
C -3.3837 4.8455 13.8564
C -2.1451 5.0372 14.4706
C -0.9649 4.8978 13.7382
C -1.0174 4.5562 12.3853
H -4.4219 4.3604 12.0396
H -4.2991 4.9574 14.4335
H -2.0991 5.2960 15.5271
H -0.0036 5.0518 14.2233
H -0.0886 4.4482 11.8291
O 5.4244 -4.8387 -5.1666
N 6.0857 -3.8475 -5.5099
O 5.6996 -2.6748 -5.4012
C 7.4144 -4.0792 -6.0889
C 7.8757 -5.3911 -6.2649
C 9.1303 -5.6058 -6.8385
C 9.9168 -4.5203 -7.2276
C 9.4593 -3.2147 -7.0415
C 8.2051 -2.9875 -6.4715
H 7.2749 -6.2476 -5.9671
H 9.4944 -6.6204 -6.9855
H 10.8920 -4.6929 -7.6796
H 10.0793 -2.3739 -7.3446
H 7.8615 -1.9640 -6.3361
O 2.9435 -9.9529 -4.8540
N 3.3557 -9.4760 -3.7861
O 4.5327 -9.1538 -3.5697
C 2.3840 -9.2848 -2.7027
C 1.0496 -9.6705 -2.8910
C 0.1352 -9.5086 -1.8483
C 0.5499 -8.9628 -0.6325
C 1.8771 -8.5699 -0.4513
C 2.8013 -8.7296 -1.4857
H 0.7107 -10.0974 -3.8323
H -0.9012 -9.8110 -1.9824
H -0.1655 -8.8437 0.1795
H 2.1920 -8.1427 0.4982
H 3.8328 -8.4214 -1.3277
O 0.2207 8.6116 11.2447
N 0.8820 9.6029 10.9014
O 0.4960 10.7756 11.0101
C 2.2107 9.3712 10.3224
C 2.6720 8.0593 10.1464
C 3.9267 7.8446 9.5727
C 4.7131 8.9301 9.1837
C 4.2556 10.2357 9.3698
C 3.0014 10.4629 9.9398
H 2.0712 7.2027 10.4442
H 4.2908 6.8300 9.4258
H 5.6884 8.7575 8.7317
H 4.8756 11.0765 9.0667
H 2.6578 11.4863 10.0752
```

Values from the calculation:
spin multiplicity: 1
highest occupied orbital energy: -9.29 eV
LUMO: -0.88 eV
SMILES: COCCCCCCCCCCCN(CC(=O)N(C)C)S(=O)(=O)F.O=[N+]([O-])c1ccccc1.O=[N+]([O-])c1ccccc1.O=[N+]([O-])c1ccccc1.O=[N+]([O-])c1ccccc1.O=[N+]([O-])c1ccccc1.O=[N+]([O-])c1ccccc1.O=[N+]([O-])c1ccccc1.O=[N+]([O-])c1ccccc1

Mulliken population analysis, charges in e, atoms 1 to 99: -0.384 -0.334 -0.213 -0.507 -0.424 -0.441 -0.569 -0.523 -0.491 0.154 -0.694 -0.227 -0.650 0.128 -0.681 0.500 -0.543 0.066 -0.742 -0.798 1.152 -0.591 -0.528 -0.296 0.194 0.248 0.121 0.283 0.002 0.334 0.246 0.133 0.339 0.224 0.187 0.298 0.292 0.207 0.209 0.193 0.386 -0.241 0.305 0.348 0.152 0.244 0.253 0.223 0.345 0.377 0.224 0.290 0.284 0.240 0.226 0.281 0.309 -0.635 1.045 -0.612 0.167 -0.236 -0.507 -0.674 -0.484 -0.461 0.480 0.532 0.444 0.393 0.452 -0.584 1.042 -0.591 0.077 -0.258 -0.473 -0.373 -0.432 -0.352 0.423 0.366 0.362 0.367 0.431 -0.579 0.992 -0.591 0.054 -0.375 -0.418 -0.387 -0.465 -0.201 0.423 0.366 0.365 0.365 0.435

This record from the OMol25 dataset describes an isolated molecule of C5H9NO. The level of theory is the ωB97M-V functional and the def2-TZVPD basis.

Structure (XYZ):
```
16
Properties=species:S:1:pos:R:3
C -1.2704 -0.3495 -0.8174
C -0.1275 -0.1829 0.2076
C -0.2587 -1.0677 1.4582
N 1.1758 -0.2400 -0.4736
C 1.2680 1.1960 -0.7126
C 0.2521 1.3102 0.4304
O -0.0118 2.1455 1.2465
H -2.2327 -0.5755 -0.3524
H -1.0212 -1.1772 -1.4967
H -1.3859 0.5413 -1.4473
H -1.1015 -1.7616 1.3840
H -0.4056 -0.4678 2.3653
H 0.6558 -1.6516 1.6015
H 1.3425 -0.9245 -1.1920
H 2.2709 1.5935 -0.5539
H 0.8503 1.6118 -1.6476
```

Values from the calculation:
spin multiplicity: 1
highest occupied orbital energy: -9.22 eV
LUMO: 0.94 eV
SMILES: CC1(C)NCC1=O

From a Mulliken analysis of the wavefunction, the atomic charges in e read: -1.495 1.471 -1.437 -0.545 -0.404 0.115 -0.560 0.405 0.352 0.344 0.344 0.311 0.354 0.217 0.291 0.236

It is found that the electronic energy values, taken in the order of the records, are -124605.691 -136921.483 -8867.347 eV.
It is found that the relative energy (zero: lowest compared OMol25 entry of this formula, charge and spin) values, taken in the order of the records, are 1.136 11.207 1.866 eV.